Entry 1:
{
  "formula": "CH3Br3Si",
  "method": "wB97M-V/def2-TZVPD",
  "symbols": ["C", "Si", "Br", "Br", "Br", "H", "H", "H"],
  "positions_angstrom": [[0.38668, 0.46664, -0.91692], [-0.76051, -0.14589, 0.46095], [2.81180, -0.23373, 0.76909], [-1.16449, -2.16511, -0.04229], [-2.92988, 0.81872, 0.64452], [0.98233, -0.07907, -1.65125], [0.75287, 1.53287, -1.01963], [-0.07879, -0.19444, 1.75554]],
  "nbo_charge": [-0.53, 1.06, -0.35, -0.25, -0.30, 0.24, 0.23, -0.10],
  "homo_lumo_gap_ev": [6.60, 6.62],
  "charge": 0,
  "e_lumo_ev": [-3.42, -3.41],
  "relative_energy_ev": 3.304,
  "e_homo_ev": [-10.0, -10.0]
}

=====

Entry 2:
{
  "formula": "C26H25F9NO2Ti",
  "method": "wB97M-V/def2-TZVPD",
  "symbols": ["C", "C", "C", "H", "C", "C", "H", "C", "C", "C", "H", "C", "C", "H", "H", "H", "H", "H", "H", "Ti", "C", "C", "C", "H", "H", "H", "H", "H", "H", "C", "C", "H", "H", "O", "N", "C", "H", "C", "C", "H", "C", "H", "C", "H", "C", "H", "C", "H", "H", "H", "F", "C", "F", "F", "C", "O", "C", "F", "F", "F", "C", "F", "F", "F"],
  "positions_angstrom": [[2.30472, -0.15431, 1.96584], [2.57600, -0.97457, 0.83700], [2.24342, -0.24050, -0.33129], [3.00757, -1.97411, 0.87443], [1.73866, 1.02961, 0.07355], [1.81514, 1.11064, 1.49437], [1.51421, 1.86278, -0.59000], [-1.19248, -2.01923, 2.04229], [0.00548, -2.63970, 1.56865], [-0.06135, -2.67798, 0.13938], [0.76428, -3.10433, 2.19818], [-1.21548, -1.94378, -0.28585], [-1.92434, -1.56246, 0.89960], [2.41300, -0.53639, -1.36676], [1.62851, 2.00968, 2.07107], [2.61744, -0.35391, 2.97940], [-2.90772, -1.08915, 0.93596], [0.61729, -3.23333, -0.51157], [-1.55915, -2.02982, 3.05829], [0.00583, -0.22727, 1.19485], [-1.60276, -1.57395, -1.72448], [-3.08689, -1.20234, -1.84931], [-1.26392, -2.68453, -2.70924], [-3.71756, -2.09162, -1.75206], [-3.29444, -0.78496, -2.84065], [-3.40631, -0.47835, -1.09486], [-1.84699, -3.58406, -2.50688], [-0.20151, -2.93858, -2.67192], [-1.50029, -2.37387, -3.73399], [-0.74200, -0.35988, -2.17136], [-0.99157, 0.85703, -1.36678], [-0.96299, -0.16128, -3.22423], [0.33724, -0.59979, -2.11415], [-0.84161, 0.78832, -0.06048], [-1.29656, 2.04867, -1.84689], [-0.78117, 2.71321, -3.06814], [-1.89047, 2.61216, -1.24651], [0.52270, 2.13228, -3.55562], [1.75718, 2.61342, -3.11117], [1.79956, 3.55216, -2.54829], [2.92186, 1.89391, -3.41439], [3.89862, 2.27248, -3.11200], [2.84689, 0.66268, -4.07557], [3.72592, 0.01781, -4.18730], [1.62021, 0.25287, -4.60803], [1.50827, -0.70565, -5.12015], [0.50733, 1.08910, -4.49110], [-0.39882, 0.91536, -5.08139], [-0.65818, 3.77294, -2.81386], [-1.52360, 2.59496, -3.86182], [-2.33448, 1.88929, 4.31497], [-1.87081, 0.69246, 4.74509], [-2.02454, 0.63978, 6.09192], [-2.67423, -0.26442, 4.20031], [-0.39690, 0.46948, 4.29860], [-0.36331, 0.28625, 2.90753], [0.42796, 1.71407, 4.72603], [0.13226, 2.14447, 5.97571], [1.76182, 1.42799, 4.68906], [0.20718, 2.73636, 3.85611], [0.18015, -0.75358, 5.06418], [0.63753, -0.45949, 6.30052], [-0.73942, -1.74729, 5.18779], [1.22765, -1.27774, 4.35739]],
  "nbo_charge": [-0.28, -0.20, -0.29, 0.25, -0.23, -0.36, 0.23, -0.27, -0.31, -0.19, 0.26, -0.05, -0.33, 0.24, 0.27, 0.27, 0.26, 0.24, 0.27, 1.35, -0.03, -0.62, -0.60, 0.24, 0.22, 0.21, 0.24, 0.21, 0.22, -0.53, 0.79, 0.26, 0.28, -0.67, -0.56, -0.23, 0.43, -0.07, -0.23, 0.23, -0.15, 0.23, -0.23, 0.24, -0.21, 0.23, -0.21, 0.22, 0.24, 0.22, -0.30, 0.97, -0.30, -0.31, 0.02, -0.68, 0.98, -0.29, -0.32, -0.31, 0.97, -0.29, -0.31, -0.32],
  "homo_lumo_gap_ev": 7.62,
  "charge": 1,
  "e_lumo_ev": -3.59,
  "e_homo_ev": -11.2
}

=====

Entry 3:
{
  "formula": "CH5N3",
  "method": "wB97M-V/def2-TZVPD",
  "symbols": ["H", "N", "C", "N", "N", "H", "H", "H", "H"],
  "positions_angstrom": [[-1.34871, 0.88574, -0.40706], [-1.79143, 0.00510, -0.08721], [-0.86456, -0.76811, 0.14050], [0.47040, -0.53611, -0.12051], [0.82015, 0.87817, -0.16145], [-1.12494, -1.78770, 0.32139], [1.09424, -0.95009, 0.55588], [1.39861, 1.13016, -0.89879], [1.34625, 1.14284, 0.65725]],
  "nbo_charge": [0.34, -0.65, 0.24, -0.47, -0.68, 0.17, 0.36, 0.36, 0.35],
  "homo_lumo_gap_ev": 10.45,
  "smiles": "[H]/N=C\\NN",
  "charge": 0,
  "e_lumo_ev": 0.86,
  "relative_energy_ev": 2.140,
  "e_homo_ev": -9.6
}

=====

no.,E (a.u.)
1,-8051.4142
2,-2959.1186
3,-205.3125